DFT (ωB97M-V/def2-TZVPD) results for one molecule with the formula C5H8N2 at a distorted geometry.

```
15
Properties=species:S:1:pos:R:3
C 0.25 0.53 1.43
C 0.53 0.71 -1.44
C -1.06 0.71 0.74
C -0.14 -0.37 0.40
C 0.12 -1.77 -0.13
N -0.41 1.65 -1.24
N -1.16 1.75 -0.30
H 0.92 1.25 1.27
H 0.29 0.28 2.57
H 1.54 1.02 -1.34
H 0.34 0.06 -2.29
H -1.91 0.53 1.20
H 0.58 -1.74 -1.11
H -0.72 -2.40 -0.22
H 0.84 -2.19 0.46
```

The total energy is -8289.076 eV. For the max |F|, the calculation gives 5.04 eV/Å. For the HOMO-LUMO gap, the calculation gives 8.715 eV. Its net charge is 0. The value obtained for the relative energy (zero: lowest compared OMol25 entry of this formula, charge and spin) is 571.23 kJ/mol.

Löwdin atomic charge list, values in e, 8 entries:
1 C -0.099
2 C -0.031
3 C -0.231
4 C -0.195
5 C -0.043
6 N -0.066
7 N 0.075
8 H 0.045